ORCA calculation (ωB97M-V/def2-TZVPD) on C26H29NOP2RuTe as an isolated structure at a distorted geometry.

Atoms and positions in Å:
C: -2.162 2.728 -3.245
C: -1.678 1.554 -2.689
C: -0.254 1.296 -2.927
C: 0.739 2.288 -3.292
C: 0.161 3.567 -3.454
C: -1.236 3.729 -3.606
C: 2.108 1.873 -3.271
C: 2.421 0.478 -3.070
C: 1.325 -0.412 -2.781
C: 1.451 -1.775 -2.271
C: 2.694 -2.368 -2.459
C: 3.789 -1.560 -2.807
C: 3.678 -0.157 -2.913
H: -3.243 2.828 -3.456
H: 0.836 4.422 -3.460
H: -1.628 4.657 -4.077
H: 2.922 2.604 -3.104
H: 2.773 -3.457 -2.390
H: 4.772 -2.051 -2.981
H: 4.551 0.496 -2.822
N: 0.080 0.009 -3.008
Ru: -0.729 -0.416 1.402
C: -2.637 0.569 -1.988
H: -2.568 -0.441 -2.406
H: -3.701 0.910 -2.113
C: 0.337 -2.628 -1.632
H: -0.611 -2.568 -2.180
H: 0.655 -3.706 -1.586
P: -2.257 0.423 -0.152
P: -0.119 -2.158 0.173
C: 1.022 -3.143 1.214
H: 0.615 -3.087 2.238
H: 1.064 -4.188 0.861
H: 2.011 -2.668 1.193
C: -1.650 -3.177 0.327
H: -1.370 -4.239 0.385
H: -2.142 -2.856 1.258
H: -2.314 -2.993 -0.528
C: -2.726 2.150 0.360
H: -3.700 2.441 -0.085
H: -2.778 2.152 1.463
H: -1.932 2.832 0.010
C: -3.828 -0.420 0.380
H: -3.769 -0.551 1.472
H: -4.690 0.208 0.114
H: -3.902 -1.402 -0.109
C: -1.451 -0.444 3.072
O: -1.841 -0.375 4.174
H: -0.072 0.926 1.104
Te: 1.938 0.512 1.258
C: 2.008 0.501 3.350
C: 1.632 1.757 3.862
C: 1.352 1.902 5.225
C: 1.528 0.826 6.103
C: 1.948 -0.414 5.596
C: 2.211 -0.581 4.227
H: 1.482 2.577 3.164
H: 0.974 2.864 5.586
H: 1.333 0.959 7.176
H: 2.036 -1.261 6.281
H: 2.545 -1.542 3.831

## Properties
Total charge = +1
HOMO (alpha / beta) = -8.71 / -10.94 eV
Orbital gap (alpha / beta) = 5.77 / 5.50 eV
Spin multiplicity = 6

Atomic partial charges in e from the Löwdin method, atoms 1 to 5: atom 1 (C): -0.053, atom 2 (C): -0.196, atom 3 (C): -0.187, atom 4 (C): -0.144, atom 5 (C): -0.012